{
  "formula": "C41H56IrN3P2Si",
  "method": "the ωB97M-V functional and the def2-TZVPD basis",
  "homo_lumo_gap_ev": [5.953, 6.234],
  "elements": ["Ir", "C", "Si", "C", "C", "C", "C", "C", "C", "P", "C", "C", "C", "C", "C", "C", "C", "C", "C", "C", "C", "C", "C", "C", "C", "C", "C", "C", "P", "C", "C", "C", "C", "C", "C", "C", "C", "C", "C", "C", "C", "H", "H", "H", "H", "H", "H", "H", "H", "H", "H", "H", "H", "H", "H", "H", "H", "H", "H", "H", "H", "H", "H", "H", "H", "H", "H", "H", "H", "H", "H", "H", "H", "H", "H", "H", "H", "H", "H", "H", "H", "H", "H", "H", "H", "H", "H", "H", "H", "H", "H", "H", "H", "H", "H", "H", "N", "C", "C", "C", "N", "C", "N", "H"],
  "positions_angstrom": [[-0.2573, 1.2153, 0.4337], [-0.0022, 2.6636, 4.0203], [-0.3425, 1.4227, 2.6935], [-1.9833, 0.4997, 2.8352], [-2.6746, 0.6724, 4.0652], [-3.9390, 0.1328, 4.2844], [-4.5529, -0.5852, 3.2775], [-3.8919, -0.7815, 2.0629], [-2.5959, -0.2755, 1.8077], [-1.7555, -0.6829, 0.1776], [-3.1104, -1.2008, -0.9893], [-2.5489, -1.7535, -2.3160], [-3.5302, -1.6721, -3.4913], [-4.9774, -1.7019, -3.0241], [-5.2882, -0.5282, -2.0949], [-4.0702, -0.0416, -1.3006], [-0.9534, -2.3545, 0.6372], [-1.8790, -3.4348, 1.2195], [-1.9905, -4.7261, 0.4234], [-0.6229, -5.2237, 0.0011], [-0.0089, -4.2318, -0.9631], [0.0961, -2.8175, -0.3980], [1.0383, 0.1240, 2.5819], [1.0895, -0.8378, 3.6208], [2.0611, -1.8354, 3.6391], [3.0082, -1.8891, 2.6288], [2.9857, -0.9447, 1.6000], [2.0123, 0.0721, 1.5414], [2.0975, 1.3279, 0.2000], [3.8725, 1.8822, 0.2421], [4.2427, 2.4102, 1.6515], [5.4087, 3.4043, 1.6608], [6.3646, 3.1676, 0.5034], [5.6600, 3.3269, -0.8422], [4.1707, 2.9658, -0.8025], [1.8569, 0.4329, -1.3905], [3.0596, -0.3193, -1.9663], [2.7162, -1.0264, -3.2783], [2.1440, -0.0583, -4.3060], [0.9289, 0.6753, -3.7546], [1.2447, 1.3858, -2.4400], [0.0999, 2.1889, 5.0011], [0.9275, 3.2050, 3.8184], [-0.8056, 3.4037, 4.0875], [-2.2384, 1.2493, 4.8796], [-4.4419, 0.2874, 5.2349], [-5.5440, -1.0040, 3.4295], [-4.4269, -1.3665, 1.3232], [-3.6821, -2.0124, -0.5274], [-1.6242, -1.2458, -2.6112], [-2.2878, -2.8057, -2.1681], [-3.3509, -0.7453, -4.0506], [-3.3385, -2.4973, -4.1868], [-5.6579, -1.6850, -3.8827], [-5.1661, -2.6457, -2.4964], [-5.6872, 0.3114, -2.6765], [-6.0851, -0.8296, -1.4040], [-3.5440, 0.7264, -1.8846], [-4.4269, 0.4661, -0.3982], [-0.3571, -2.0276, 1.4951], [-1.4808, -3.7047, 2.2087], [-2.8908, -3.0803, 1.4124], [-2.4845, -5.4875, 1.0383], [-2.6263, -4.5697, -0.4557], [0.0254, -5.3580, 0.8753], [-0.7166, -6.2005, -0.4862], [0.9878, -4.5764, -1.2643], [-0.6049, -4.2130, -1.8825], [1.0798, -2.7483, 0.0855], [0.1518, -2.1398, -1.2529], [0.3572, -0.8256, 4.4277], [2.0759, -2.5654, 4.4436], [3.7748, -2.6589, 2.6411], [3.7684, -1.0125, 0.8517], [4.5155, 1.0208, 0.0277], [3.3891, 2.8942, 2.1439], [4.5095, 1.5563, 2.2878], [5.0142, 4.4265, 1.5988], [5.9427, 3.3346, 2.6154], [7.2126, 3.8594, 0.5601], [6.7818, 2.1556, 0.5805], [5.7600, 4.3608, -1.1943], [6.1733, 2.7014, -1.5828], [3.5876, 3.8693, -0.5771], [3.8758, 2.6599, -1.8099], [1.0834, -0.3049, -1.1791], [3.8953, 0.3633, -2.1548], [3.4229, -1.0747, -1.2649], [3.6157, -1.5032, -3.6839], [1.9916, -1.8268, -3.0843], [2.9129, 0.6692, -4.5936], [1.8645, -0.6051, -5.2135], [0.5728, 1.4053, -4.4904], [0.1134, -0.0389, -3.5964], [1.9214, 2.2212, -2.6513], [0.3178, 1.8319, -2.0558], [-1.4303, 2.8535, 0.4337], [-2.2716, 3.6356, 0.2723], [-3.2968, 4.5886, 0.0756], [-3.2358, 5.4756, -1.0233], [-3.1858, 6.2036, -1.9250], [-4.3831, 4.6545, 0.9776], [-5.2744, 4.7087, 1.7179], [-0.2573, 1.2153, -1.2906]]
}



{
  "formula": "C41H58AsHfN5O4S2Si3",
  "method": "the ωB97M-V functional and the def2-TZVPD basis",
  "homo_lumo_gap_ev": 7.386,
  "de_lowest_kcal_mol": 74.7,
  "charge": 2,
  "elements": ["Hf", "O", "C", "C", "C", "C", "C", "C", "C", "N", "C", "C", "N", "H", "H", "H", "H", "H", "H", "H", "O", "C", "O", "C", "C", "C", "C", "C", "C", "C", "C", "C", "N", "H", "H", "H", "H", "H", "H", "S", "C", "C", "C", "N", "C", "C", "C", "C", "C", "N", "C", "C", "H", "H", "H", "H", "H", "H", "H", "H", "C", "Si", "C", "C", "As", "Si", "C", "C", "C", "Si", "C", "C", "C", "H", "H", "H", "H", "H", "H", "H", "H", "H", "H", "H", "H", "H", "H", "H", "H", "H", "H", "H", "H", "H", "H", "H", "H", "H", "H", "H", "C", "S", "C", "H", "H", "H", "H", "H", "H", "C", "O", "H", "H", "H", "H"],
  "positions_angstrom": [[0.5761, -0.0203, -0.1070], [-0.9767, -0.1002, 0.9194], [-2.0770, -0.7596, 1.2977], [-2.5973, -0.5642, 2.5753], [-3.8352, -1.1346, 2.9344], [-4.5198, -1.9210, 1.9851], [-3.9857, -2.1567, 0.7205], [-2.7296, -1.5525, 0.3508], [-2.0698, -1.7527, -0.9941], [-0.8128, -1.5195, -1.3596], [-0.6560, -2.0750, -2.6305], [-1.9017, -2.5024, -3.0796], [-2.7525, -2.2943, -2.0206], [-2.0492, -0.0581, 3.3334], [-4.1560, -0.9937, 3.9938], [-5.4987, -2.3524, 2.3514], [-4.6173, -2.7219, 0.0357], [0.2650, -1.9404, -3.1932], [-2.2219, -3.0920, -3.9083], [-3.7740, -2.4941, -1.9643], [3.6501, 2.1144, 1.7684], [2.6431, 1.7957, 1.1968], [2.2612, 0.5515, 0.9198], [1.7252, 2.8543, 0.6708], [1.8732, 4.2474, 0.7231], [0.9036, 5.0199, 0.0975], [-0.2451, 4.4214, -0.4242], [-1.1714, 5.1993, -1.2451], [-2.1533, 4.6282, -1.9771], [-2.4829, 3.1425, -1.8574], [-1.4461, 2.3311, -1.0210], [-0.3836, 3.0574, -0.3266], [0.5820, 2.2870, 0.2093], [2.8041, 4.5898, 1.0997], [1.1018, 6.0578, -0.0760], [-1.0077, 6.2239, -1.4069], [-2.6928, 5.2222, -2.7256], [-3.7803, 1.7739, -2.7196], [0.2386, 1.9197, -2.0625], [-4.1301, 3.2629, -4.2773], [-2.9744, 2.3975, -3.1501], [-3.4666, 2.7541, -0.7761], [-2.6278, 1.9392, -0.1213], [-0.5839, 1.3513, -1.8116], [-1.0584, 0.8935, -3.1406], [-2.1112, 1.3583, -3.7705], [-3.2913, 4.6563, -4.9720], [-2.0670, 4.6401, -5.6125], [-1.6195, 5.8281, -6.2026], [-2.3591, 6.9376, -6.2331], [-3.6028, 6.8963, -5.7450], [-4.1196, 5.8037, -5.0787], [-4.5038, 3.0284, -0.7828], [-2.5592, 1.4186, 0.7930], [-0.4190, 0.1901, -3.6496], [-2.4247, 0.9143, -4.7392], [-1.4219, 3.7583, -5.6415], [-0.6935, 5.8759, -6.7178], [-4.1491, 7.8391, -5.7839], [-5.1116, 5.8737, -4.6809], [0.9210, -5.0905, 3.5609], [0.2959, -3.5232, 2.8491], [-1.3894, -3.7589, 2.1823], [0.2898, -2.3116, 4.2483], [1.6451, -2.5108, 1.1304], [2.0490, -4.2801, -0.4154], [2.8222, -3.6999, -2.0608], [0.4201, -5.1878, -0.7083], [3.2613, -5.5797, 0.2247], [3.7576, -2.1449, 2.0967], [4.9986, -1.6108, 0.8138], [4.4947, -3.6661, 2.8560], [3.5561, -0.7637, 3.3574], [0.1495, -5.5907, 4.1534], [1.7778, -4.9310, 4.1755], [1.2171, -5.8956, 2.8486], [-2.0565, -3.0779, 2.7317], [-1.7106, -4.7763, 2.5049], [-1.6545, -3.5693, 1.1609], [-0.5304, -2.5989, 4.9387], [0.0074, -1.2895, 3.9282], [1.1524, -2.1813, 4.8017], [2.0465, -3.3214, -2.7072], [3.2560, -4.6301, -2.4597], [3.6286, -2.9533, -1.9936], [-0.3470, -4.5851, -1.2209], [-0.0691, -5.4837, 0.2374], [0.5645, -6.1430, -1.2086], [4.2862, -5.1732, 0.1014], [3.2643, -6.4641, -0.4174], [3.1824, -5.8934, 1.2173], [4.9743, -2.1188, -0.1353], [6.0211, -1.7178, 1.1757], [4.8186, -0.5531, 0.6596], [4.1611, -4.5928, 2.4220], [4.1909, -3.7828, 3.9044], [5.5845, -3.6426, 2.7883], [4.4322, -0.1233, 3.1519], [3.7581, -1.1395, 4.3455], [2.6380, -0.1756, 3.2683], [0.9797, 2.7562, 4.9915], [0.1072, 2.0650, 3.5824], [-1.2488, 3.2946, 3.3808], [0.6578, 2.4313, 5.9616], [0.9277, 3.8288, 5.0131], [1.9907, 2.4052, 4.8744], [-0.8162, 4.2236, 3.0134], [-1.8050, 3.5245, 4.2920], [-1.8752, 2.8674, 2.6274], [3.3806, 0.2938, -2.0082], [2.0377, -0.3142, -1.8564], [3.2176, 1.3300, -1.8444], [3.7454, 0.1271, -2.9963], [4.0461, -0.0951, -1.2630], [2.0546, -1.2549, -2.2654]]
}



Number 1: M 873.17 g mol⁻¹. Number 2: M 1086.75 g mol⁻¹.